The following is a quantum chemistry calculation of a molecular structure, C2H24BeO12, from the OMol25 dataset.

Geometry as ORCA input:
```
! RIJCOSX wB97M-V def2-TZVPD def2/J DEFGRID3
* xyz 0 1
Be -0.461 0.984 -0.122
O 0.980 0.581 -0.495
C 0.819 -0.628 -1.216
C -0.220 -1.282 -0.303
O -1.239 -0.310 -0.201
H 1.863 -1.054 -1.224
H 0.422 -0.426 -2.243
H 0.177 -1.490 0.709
H -0.603 -2.129 -0.775
O -2.136 0.657 -3.440
H -2.011 1.539 -3.764
H -1.354 0.609 -2.897
O -3.405 -1.917 -0.516
H -2.493 -1.566 -0.492
H -3.872 -1.145 -0.807
O 1.064 -2.427 3.267
H 0.475 -2.938 2.788
H 1.720 -2.195 2.615
O 3.675 0.117 -0.176
H 3.798 0.688 0.589
H 2.749 -0.036 -0.229
O 3.187 -2.040 1.694
H 4.023 -2.054 2.141
H 3.370 -1.503 0.965
O 2.607 2.826 -0.075
H 3.032 2.819 0.793
H 2.345 1.928 -0.265
O -0.333 1.813 1.368
H -0.856 2.613 1.437
H -0.659 1.225 2.047
O -0.891 -0.409 2.770
H 0.025 -0.409 3.085
H -0.905 -0.827 1.919
O -1.121 2.040 -1.289
H -0.522 2.347 -1.970
H -1.682 2.817 -1.027
O -4.238 0.330 -1.674
H -3.421 0.242 -2.168
H -3.897 0.601 -0.810
*
```

Values from the calculation:
Molecular weight = 249.21 g mol⁻¹
HOMO level = -9.771 eV
Kohn-Sham gap = 8.71 eV
Relative energy (zero: lowest compared OMol25 entry of this formula, charge and spin) = 115.5 kJ/mol
E = -27437.556 eV